Record 1
One molecule with the formula C4H10O. Source: OMol25; level of theory: ωB97M-V with the def2-TZVPD basis set.

Values from the calculation:
**Energy relative to the best compared isomer or geometry (same formula, charge and spin)**: 22.4 kcal per mole
**SMILES**: CCOCC

Last column: Mulliken charge in e.
Element x y z (Å)
O  0.1011  -0.7144  0.5467  -0.36
C  2.1537  0.5768  0.3512  -1.08
C  -1.2571  -0.8933  0.1867  -0.28
C  1.1132  -0.3076  -0.3970  -0.27
C  -2.0140  0.4358  -0.1449  -0.93
H  -2.3556  0.5191  -1.1888  0.27
H  1.6973  1.4929  0.7422  0.28
H  2.6606  0.0735  1.1871  0.29
H  -2.9158  0.5668  0.4750  0.32
H  -1.6716  -1.2945  1.1188  0.26
H  -1.3243  1.2342  0.0803  0.28
H  -1.4573  -1.6758  -0.5731  0.29
H  2.9473  0.8659  -0.3504  0.36
H  0.7031  0.3063  -1.1970  0.31
H  1.6193  -1.1857  -0.8366  0.29

=====

Record 2
A 2-piece molecular cluster, CH3O3S overall. Source: OMol25; level of theory: ωB97M-V with the def2-TZVPD basis set.

Values from the calculation:
**Energy relative to the best compared isomer or geometry (same formula, charge and spin)**: 18.4 kcal per mole
**Charge**: -1

Last column: Mulliken charge in e.
Element x y z (Å)
S  -2.3807  0.2709  0.1343  -0.24
O  -2.1027  -1.3837  -0.2527  -0.51
O  0.8064  -1.0500  0.1677  -0.66
O  0.4140  1.1517  -0.2492  -0.59
C  1.0947  0.1836  0.1009  0.17
H  -1.1710  -1.6923  -0.0279  0.39
H  2.1991  0.5535  0.4182  0.23
H  -0.9877  0.7106  0.1708  0.20

=====

Record 3
A 2-piece molecular cluster, C5H7N3O overall. Source: OMol25; level of theory: ωB97M-V with the def2-TZVPD basis set.

Values from the calculation:
**Energy relative to the best compared isomer or geometry (same formula, charge and spin)**: 109.1 kcal per mole
**SMILES**: Cc1[nH]ncc1C#N.O

Last column: Mulliken charge in e.
Element x y z (Å)
O  0.8978  -1.3448  -2.2763  -0.78
N  -1.0194  -2.3563  -0.5882  -0.71
N  0.5926  1.4718  0.2415  0.18
N  1.7438  0.8570  -0.0983  -0.71
C  -0.1597  -1.7794  0.0164  0.44
C  0.3424  -0.6322  0.7350  0.21
C  1.7187  -0.2309  0.6656  -0.34
C  -1.7411  0.9727  0.9284  -1.10
C  -0.3064  0.6185  0.7675  0.57
H  -0.1761  -1.8101  -2.2617  0.40
H  -2.1181  0.5937  1.8879  0.31
H  -1.8615  2.0630  0.9094  0.33
H  2.5863  -0.8862  0.7072  0.34
H  1.3349  -0.5453  -1.9339  0.33
H  0.5063  2.4792  0.1764  0.23
H  -2.3406  0.5294  0.1231  0.28

=====

Record 4
One molecule with the formula C20H21NO4. Source: OMol25; level of theory: ωB97M-V with the def2-TZVPD basis set.

Values from the calculation:
**Energy relative to the best compared isomer or geometry (same formula, charge and spin)**: 80.6 kcal per mole
**SMILES**: COc1cc2c(cc1OC)-c1c3c(cc4c1[C@@H](C2)N(C)CC4)OCO3

Last column: Mulliken charge in e.
Element x y z (Å)
O  -3.8953  -1.5429  1.5407  -0.53
O  2.7298  -0.5465  3.1816  -0.49
O  4.6278  -0.1064  1.0383  -0.49
O  -1.6703  -1.4219  2.1140  -0.48
N  -0.9357  1.6889  -3.2059  0.23
C  3.2743  -0.1118  0.7967  1.30
C  -1.1305  3.1196  -3.2925  -1.06
C  -3.6989  -0.3031  -0.5847  -1.69
C  1.0278  -0.3233  1.6372  -0.90
C  1.3684  0.1219  -0.6919  -0.53
C  -1.4552  0.4736  -1.0587  -0.76
C  -2.0578  0.9176  -3.6916  -1.05
C  4.0563  -0.8264  3.5640  -0.78
C  0.4945  -0.0970  0.3759  0.77
C  -3.2458  0.9373  -2.7225  -0.91
C  2.3974  -0.3336  1.8742  0.36
C  -3.2133  -0.8418  0.5771  0.65
C  0.7986  0.3766  -2.0551  -1.42
C  -0.4621  1.2417  -1.9026  -0.56
C  2.7328  0.1056  -0.4659  -0.30
C  -0.9429  -0.1259  0.1131  0.30
C  -2.9321  -1.9158  2.4986  -0.34
C  -1.8640  -0.7642  0.9221  0.72
C  5.5074  0.0747  -0.0414  -0.93
C  -2.7917  0.3710  -1.4088  1.40
H  3.3875  0.2773  -1.3059  0.45
H  3.9991  -1.0740  4.6242  0.29
H  4.7113  0.0368  3.4274  0.24
H  6.5072  0.0146  0.3871  0.26
H  -3.2072  -1.4984  3.4812  0.27
H  -0.1686  2.1299  -1.3257  0.44
H  0.3812  -0.4984  2.4801  0.57
H  -1.7207  -0.1154  -3.8193  0.34
H  -1.8781  3.5149  -2.5891  0.37
H  5.3909  -0.7102  -0.7958  0.35
H  -2.3478  1.3072  -4.6699  0.49
H  -3.5979  1.9649  -2.5962  0.36
H  1.5179  0.8883  -2.6945  0.25
H  4.4643  -1.6782  3.0150  0.30
H  -0.1802  3.6155  -3.0952  0.35
H  -1.4412  3.3706  -4.3061  0.32
H  -4.7376  -0.3969  -0.8542  0.48
H  -4.0751  0.3495  -3.1188  0.43
H  5.3762  1.0551  -0.5113  0.34
H  0.5313  -0.5686  -2.5365  0.35
H  -2.8918  -3.0153  2.5734  0.26

=====

Record 5
C16H23GaN2S5Te as an isolated structure. Source: OMol25; level of theory: ωB97M-V with the def2-TZVPD basis set.

Values from the calculation:
**Charge**: +2

Last column: Mulliken charge in e.
Element x y z (Å)
Te  1.7484  -2.4706  -1.8772  0.34
Ga  0.8428  -0.9003  -0.1525  0.05
S  2.7924  -0.0800  1.0855  0.07
S  -0.1775  1.2569  0.2662  0.09
S  -0.0898  -1.8840  1.7547  -0.37
S  2.1270  0.9678  -2.1839  0.03
S  -0.0524  -5.2242  -1.5599  -0.15
N  -2.0984  -3.4763  0.9792  0.28
N  -1.4443  -1.7825  -0.4780  0.06
C  1.1342  2.2271  1.0718  -0.54
C  -2.3984  -1.5205  -2.6817  -1.27
C  3.9939  0.5031  -0.1437  -0.73
C  -0.3335  2.1115  -1.3244  -0.59
C  3.5456  1.5211  -1.1837  -0.69
C  -0.0267  -6.2731  -0.2128  -0.60
C  2.1200  1.3949  1.8876  -0.93
C  -3.8502  -5.1176  0.5532  -1.43
C  -1.3136  -2.4227  0.6793  -0.10
C  0.9566  2.3501  -2.1249  -0.80
C  0.8448  -5.8401  0.7438  -0.54
C  -2.3323  -2.2239  -1.3750  0.84
C  1.1112  -4.1788  -0.8504  0.00
C  -3.0352  -3.9520  0.1213  0.57
C  1.5025  -4.6395  0.3762  -0.27
C  -3.1583  -3.3156  -1.0909  -0.86
H  1.4868  3.2350  -1.7740  0.45
H  3.3226  2.4866  -0.7359  0.36
H  2.9540  2.0197  2.2095  0.54
H  -1.9601  -3.9453  1.8675  0.36
H  -2.3615  -2.2428  -3.4986  0.41
H  4.8471  0.8961  0.4119  0.53
H  -0.6125  -7.1770  -0.2133  0.52
H  -4.8550  -4.7798  0.8145  0.36
H  2.2556  -4.1602  0.9836  0.47
H  1.0401  -6.3812  1.6567  0.45
H  1.6384  2.8129  0.3124  0.18
H  -3.3479  -0.9887  -2.7620  0.39
H  -1.5743  -0.8190  -2.7819  0.11
H  4.3809  1.6782  -1.8671  0.51
H  0.6698  2.5633  -3.1551  0.48
H  -3.4163  -5.6211  1.4147  0.40
H  4.3251  -0.4225  -0.6213  0.40
H  -3.8747  -3.6716  -1.8165  0.53
H  1.6465  1.0186  2.7959  0.41
H  -3.9393  -5.8290  -0.2660  0.38
H  -1.0466  1.5057  -1.8856  0.31
H  -0.8164  3.0706  -1.1306  0.48
H  0.6323  2.9232  1.7449  0.55

=====

Record 6
A 3-piece molecular cluster, C26H34BF16N2O7 overall. Source: OMol25; level of theory: ωB97M-V with the def2-TZVPD basis set.

Values from the calculation:
**Charge**: -1

Last column: Mulliken charge in e.
Element x y z (Å)
F  5.8593  -0.5012  2.6392  -0.29
F  -5.8183  -0.1410  -5.5356  -0.26
F  5.3245  1.6210  2.6322  -0.25
F  8.7810  -3.2017  2.7645  -0.26
F  -6.9729  0.1024  -3.1258  -0.28
F  -11.5887  -0.5419  -4.2750  -0.26
F  8.5180  -1.0263  2.7458  -0.19
F  -9.4864  -0.9458  -3.8105  -0.22
F  8.3209  -3.2246  5.4564  -0.31
F  -7.9744  0.1230  -5.7897  -0.23
F  -11.3398  1.9504  -3.1857  -0.31
F  -10.1559  1.6137  -4.9742  -0.29
F  7.5561  1.2585  4.0944  -0.28
F  -5.7271  1.8092  -3.7015  -0.30
F  6.6229  -2.6161  4.2483  -0.28
F  5.7920  1.8161  5.2650  -0.32
O  0.3130  2.4138  -0.2168  -0.71
O  4.5680  2.2887  -1.4439  -0.67
O  7.7824  -1.1057  5.4512  -0.40
O  1.6078  0.6793  1.0840  -0.42
O  -9.1812  1.7022  -2.9446  -0.38
O  -0.3203  2.8362  1.8830  -0.72
O  1.9121  0.8266  -1.1820  -0.42
N  0.0376  -0.5237  -1.6911  -0.55
N  2.3927  -1.3154  -3.0616  -0.80
C  6.6110  -0.3186  5.5803  -0.82
C  -6.8364  0.7363  -5.4002  0.04
C  -0.5379  2.4568  0.7586  0.44
C  7.8335  -2.2273  4.6758  0.81
C  -4.1059  1.1979  1.0384  -0.64
C  5.4121  0.5217  3.4008  0.26
C  -1.9235  2.0065  0.3953  0.32
C  -3.6062  1.5212  -1.3006  -0.74
C  -0.3519  -3.0579  1.0686  -1.78
C  -4.4977  1.1261  -0.3010  -0.33
C  1.1027  -0.5483  0.5690  0.25
C  4.2149  2.1996  -0.0569  -0.22
C  2.2734  -1.4520  -1.6035  -0.69
C  -10.2596  1.2940  -3.6719  0.81
C  6.3720  0.8024  4.5585  0.96
C  -10.5518  -0.1971  -3.4752  0.20
C  -6.9114  1.1779  -3.9371  1.03
C  1.8138  -1.6496  1.3188  -1.61
C  1.3322  -0.4110  -0.9796  1.15
C  -2.3281  1.9520  -0.9419  -0.17
C  1.1439  -3.0506  1.3921  0.80
C  -2.8287  1.6420  1.3913  -0.49
C  2.8348  2.7768  0.1990  -0.69
C  -7.9959  2.1920  -3.5444  -0.85
C  1.8691  -4.1345  0.5659  -1.67
C  8.8283  -2.0793  3.5196  0.19
B  1.6818  1.6650  0.0451  0.32
H  -0.7332  -0.5319  -1.0385  0.19
H  1.2222  -3.3670  2.4292  0.55
H  1.9426  -1.2838  2.3338  0.48
H  -7.5352  2.7806  -2.7528  0.43
H  2.2184  -0.3490  -3.3142  0.36
H  2.7891  3.2287  1.1914  0.25
H  2.8186  -1.7743  0.9284  0.18
H  0.0305  -0.5013  0.7634  0.51
H  -0.6708  -4.0910  0.9379  0.53
H  9.8383  -1.9520  3.9149  0.23
H  2.8060  -3.7921  0.1440  0.39
H  -6.6482  1.5960  -6.0493  0.29
H  4.2449  1.1653  0.2804  -0.11
H  6.7634  0.2056  6.5221  0.41
H  -0.5885  -2.5402  0.1465  0.33
H  2.6656  3.5727  -0.5232  0.21
H  -10.8168  -0.3896  -2.4339  0.24
H  4.9687  2.7591  0.4911  0.39
H  2.0311  -5.0211  1.1715  0.35
H  5.7222  -0.9362  5.7098  0.35
H  -0.9309  -2.6685  1.9014  0.34
H  1.6294  -1.8331  -3.4730  0.34
H  -5.4778  0.7639  -0.5703  0.46
H  1.8586  -2.4359  -1.4111  0.08
H  3.2741  -1.3907  -1.1827  0.16
H  -0.0419  0.3095  -2.2562  0.39
H  4.5797  1.4022  -1.8028  0.37
H  4.4132  0.2807  3.7770  0.21
H  -4.7978  0.9038  1.8135  0.37
H  -2.5324  1.7033  2.4254  0.48
H  1.2503  -4.4577  -0.2688  0.42
H  -1.6202  2.2477  -1.6985  0.49
H  -8.2120  2.8837  -4.3590  0.33
H  -3.8730  1.4728  -2.3386  0.52

=====

Record 7
C8H18I2NO2P2Pt as an isolated structure. Source: OMol25; level of theory: ωB97M-V with the def2-TZVPD basis set.

Values from the calculation:
**Spin multiplicity**: 5
**Energy relative to the best compared isomer or geometry (same formula, charge and spin)**: 0.0 kcal per mole
**Charge**: +3

Last column: Mulliken charge in e.
Element x y z (Å)
Pt  0.1529  -0.5073  0.0086  0.82
I  2.5167  -1.5963  1.1326  0.42
I  -1.7985  -3.5592  -3.4322  1.00
P  -1.0412  -0.2366  2.0716  0.35
P  0.9595  0.1403  -2.0793  0.60
O  1.1633  3.5926  1.0955  -0.36
O  -1.9516  -2.6043  -0.4735  -0.48
N  0.5603  1.4339  0.2864  -0.33
C  2.7215  0.5338  -1.8595  -1.15
C  0.8628  2.5052  0.6915  0.55
C  -1.1144  -1.8063  -0.3723  0.50
C  -2.1842  1.1765  2.2519  -1.07
C  0.7941  -1.1890  -3.2826  -0.77
C  0.2793  1.6659  -2.8691  -1.12
C  -1.9873  -1.6771  2.6430  -1.20
C  0.2641  0.0230  3.3510  -1.05
H  -1.6623  2.1328  2.0941  0.34
H  -1.3548  -2.5698  2.5874  0.38
H  -2.6280  1.1973  3.2798  0.43
H  3.2556  -0.3013  -1.4190  0.33
H  -3.0181  1.1252  1.5396  0.36
H  1.2811  -0.9146  -4.2363  0.45
H  0.7818  0.9675  3.1418  0.32
H  -0.2683  -1.4363  -3.4502  -0.25
H  -2.8503  -1.8195  1.9871  0.38
H  3.1660  0.8000  -2.8284  0.43
H  1.0289  -0.8025  3.2721  0.21
H  2.8203  1.3874  -1.1835  0.32
H  -0.7621  1.5559  -3.1075  0.40
H  1.2658  -2.0933  -2.8683  0.48
H  0.8406  1.8665  -3.7906  0.44
H  -2.3302  -1.5311  3.6677  0.46
H  0.4114  2.5084  -2.1947  0.35
H  -0.1748  0.0321  4.3455  0.45

=====

Record 8
A 2-piece molecular cluster, C6H14N2O2 overall. Source: OMol25; level of theory: ωB97M-V with the def2-TZVPD basis set.

Values from the calculation:
**Energy relative to the best compared isomer or geometry (same formula, charge and spin)**: 15.5 kcal per mole
**SMILES**: CNC(C)=O.CNC(C)=O

Last column: Mulliken charge in e.
Element x y z (Å)
O  -2.4619  1.6642  -0.3875  -0.62
O  0.6423  -2.6816  1.9578  -0.64
N  -0.5424  1.4147  -1.5644  -0.18
N  1.4456  -0.8813  0.8256  -0.14
C  -1.8314  1.0663  -1.2342  0.78
C  0.3538  -0.5539  2.9665  -1.00
C  0.8137  -1.4866  1.8784  0.73
C  -2.3543  -0.1415  -1.9752  -1.02
C  0.1937  2.3585  -0.7822  -0.93
C  1.9070  -1.6657  -0.3016  -0.91
H  -0.1326  0.9394  -2.3524  0.18
H  1.8114  -2.7163  -0.0483  0.34
H  0.6534  0.4964  2.8359  0.29
H  2.9520  -1.4659  -0.5073  0.34
H  0.3539  3.3336  -1.2381  0.33
H  -0.7188  -0.6536  3.0691  0.26
H  0.8169  -0.8932  3.8875  0.31
H  -2.2028  -0.9965  -1.3100  0.23
H  -3.4248  -0.0805  -2.1149  0.33
H  1.3204  0.1164  0.7795  0.14
H  1.1562  1.9563  -0.4471  0.28
H  1.3488  -1.4266  -1.1991  0.25
H  -0.3414  2.6381  0.1277  0.33
H  -1.7588  -0.3405  -2.8655  0.31

=====

Computed max |F|, in the same sequence as the records: 1.04 2.92 5.96 1.30 0.33 1.53 5.58 1.18 eV/A.
Computed E, in the same sequence as the records: -6356.831 -18064.060 -11811.660 -30759.765 -133779.251 -88987.691 -52166.990 -13524.954 eV.